The following is a DFT calculation (ωB97M-V/def2-TZVPD) of a molecular structure, C31H41BN10OS5SbW in a non-equilibrium geometry.

Last column: Löwdin spin population.
CARTESIAN COORDINATES (ANGSTROEM)
W  0.41  0.73  -0.12  1.752
C  0.19  -2.95  -2.41  0.004
C  0.77  -2.21  -1.38  0.008
N  0.40  -0.93  -1.49  0.018
N  -0.41  -0.82  -2.57  0.013
C  -0.54  -2.02  -3.13  0.007
B  -0.85  0.57  -3.14  0.002
N  0.45  1.45  -3.12  0.005
C  0.99  2.23  -4.06  0.010
C  2.21  2.71  -3.60  0.004
C  2.34  2.17  -2.33  0.013
N  1.26  1.42  -2.03  0.008
N  -1.85  1.26  -2.17  0.010
C  -3.01  1.89  -2.40  0.022
C  -3.31  2.67  -1.30  0.008
C  -2.26  2.48  -0.42  0.020
N  -1.38  1.61  -0.94  0.024
N  -1.37  0.36  -4.52  0.000
C  -0.65  0.03  -5.64  0.000
C  -1.54  -0.31  -6.62  0.000
C  -2.81  -0.16  -6.00  0.000
N  -2.71  0.23  -4.74  0.000
H  0.31  -4.00  -2.60  0.000
H  1.41  -2.54  -0.58  0.001
H  -1.13  -2.15  -4.03  0.001
H  0.49  2.40  -5.00  0.001
H  2.90  3.34  -4.12  0.000
H  3.15  2.27  -1.63  0.002
H  -3.54  1.72  -3.33  0.001
H  -4.17  3.31  -1.16  0.000
H  -2.09  2.92  0.55  0.001
H  0.43  0.04  -5.65  0.000
H  -1.33  -0.62  -7.63  0.000
H  -3.79  -0.33  -6.43  0.000
O  0.11  6.14  4.46  0.060
C  0.21  5.23  3.72  0.014
S  -0.49  3.60  4.05  0.087
C  -0.01  2.90  2.57  0.212
C  0.70  3.71  1.66  0.178
S  1.28  3.12  0.20  0.205
S  1.01  5.34  2.11  0.055
S  -0.38  1.27  2.23  0.152
C  5.21  -1.84  0.97  0.002
C  3.90  -1.65  0.21  0.015
C  4.13  -1.20  -1.24  0.001
Sb  2.57  -0.29  1.25  0.034
C  1.96  -1.53  2.92  0.011
C  1.68  -2.95  2.42  0.000
C  2.96  -1.53  4.07  0.001
C  4.01  1.05  2.15  0.008
C  3.40  1.96  3.22  0.001
C  4.76  1.84  1.08  0.004
H  5.80  -2.62  0.49  0.001
H  5.06  -2.13  2.01  0.000
H  5.82  -0.93  0.96  0.000
H  3.35  -2.59  0.22  0.000
H  4.74  -0.30  -1.28  0.000
H  3.20  -1.00  -1.77  0.001
H  4.66  -1.98  -1.79  0.000
H  1.03  -1.07  3.24  0.002
H  2.61  -3.46  2.15  0.000
H  1.00  -2.98  1.56  0.000
H  1.22  -3.53  3.22  0.000
H  3.86  -2.10  3.82  0.000
H  2.51  -2.02  4.94  0.001
H  3.27  -0.53  4.39  0.000
H  4.68  0.33  2.61  0.000
H  2.89  2.80  2.75  0.000
H  4.20  2.37  3.84  0.001
H  2.70  1.45  3.88  0.000
H  4.10  2.54  0.57  0.004
H  5.23  1.20  0.33  0.000
H  5.55  2.43  1.55  0.001
N  -3.34  0.27  1.52  0.010
C  -2.85  -0.91  1.18  0.004
S  -1.19  -1.22  0.73  -0.003
N  -3.65  -1.96  1.11  0.000
C  -5.02  -2.06  1.52  0.000
C  -5.47  -1.50  2.71  0.000
C  -6.81  -1.64  3.06  0.000
C  -7.68  -2.35  2.25  0.000
C  -7.21  -2.93  1.08  0.000
C  -5.88  -2.79  0.71  0.000
H  -2.72  1.04  1.65  0.006
H  -4.33  0.38  1.70  0.000
H  -3.25  -2.78  0.68  0.000
H  -4.79  -1.00  3.39  0.000
H  -7.16  -1.21  3.99  0.000
H  -8.71  -2.47  2.53  0.000
H  -7.88  -3.50  0.44  0.000
H  -5.51  -3.23  -0.21  0.000

Computed properties:
- LUMO level (spin up / spin down) (eV) = -5.7 / -7.9
- <S²> = 3.776
- HOMO level (spin up / spin down) (eV) = -13.03 / -13.68
- charge = +2
- spin multiplicity = 4
- ΔE to the lowest compared entry with this formula, charge and spin (kcal/mol) = 2.3

=====

The following is a DFT calculation (ωB97M-V/def2-TZVPD) of 2 unconnected molecules or ions with the total composition I2O2S in a non-equilibrium geometry.

Last column: natural (NBO) charge in e.
CARTESIAN COORDINATES (ANGSTROEM)
O  2.71  -0.20  -0.86  -0.825
O  0.89  -0.61  0.66  -0.823
S  1.87  0.34  0.12  1.645
I  -3.25  -0.99  0.27  0.017
I  -2.22  1.45  -0.18  -0.015

Computed properties:
- LUMO level (eV) = -1.9
- HOMO level (eV) = -9.48
- ΔE to the lowest compared entry with this formula, charge and spin (kcal/mol) = 2.7

=====

The following is a DFT calculation (ωB97M-V/def2-TZVPD) of C3H2N2S in the gas phase in a non-equilibrium geometry.

Last column: natural (NBO) charge in e.
CARTESIAN COORDINATES (ANGSTROEM)
C  0.55  0.17  -0.87  -0.391
C  0.02  0.13  0.46  0.137
C  -2.18  0.82  0.09  0.359
N  -3.16  1.23  -0.34  -0.324
N  -1.18  0.52  0.89  -0.449
S  1.01  1.43  -1.75  0.214
H  0.31  -0.92  -0.99  0.229
H  0.73  -0.23  1.31  0.224

Computed properties:
- LUMO level (eV) = -1.6
- HOMO level (eV) = -9.83
- ΔE to the lowest compared entry with this formula, charge and spin (kcal/mol) = 43.0
- SMILES string = N#C/N=C\C=S

=====

The following is a DFT calculation (ωB97M-V/def2-TZVPD) of a gas-phase ion, C6H5O3 (charge -1) in a non-equilibrium geometry.

Last column: natural (NBO) charge in e.
CARTESIAN COORDINATES (ANGSTROEM)
C  3.63  0.43  -0.21  -0.682
C  3.59  -0.90  -0.26  0.750
C  1.03  -0.36  1.12  -0.130
C  2.48  1.36  0.12  0.807
C  -0.11  -0.89  0.63  -0.438
C  -0.89  -0.35  -0.61  -0.686
O  3.47  -2.08  -0.26  -0.470
O  2.68  2.58  -0.03  -0.673
O  1.36  0.89  0.52  -0.534
H  4.56  0.98  -0.34  0.263
H  -0.56  -1.66  1.31  0.186
H  -1.69  -1.06  -0.89  0.191
H  -0.01  -0.50  -1.27  0.211
H  -1.10  0.71  -0.66  0.205

Computed properties:
- LUMO level (eV) = 3.7
- HOMO level (eV) = -2.83
- charge = -1
- ΔE to the lowest compared entry with this formula, charge and spin (kcal/mol) = 85.1